## one
Here is a structure of composition C23H32N4O3 from the Open Molecules 2025 dataset. Energies are from the ωB97M-V functional and the def2-TZVPD basis.

Properties
LUMO, eV: 0.439
E_HOMO, eV: -8.37
Orbital gap, eV: 8.8

Last column: natural (NBO) charge in e.
Element x y z (Å)
C 5.81006 -1.17544 -2.39284  -0.2312
H 5.93019 -1.10872 -3.39950  0.1882
O 5.04373 0.08786 -1.97584  -0.4918
C 3.99202 0.49687 -2.55039  0.2015
C 3.35991 -0.09004 -3.45347  -0.1045
C 2.20135 0.13526 -4.01972  -0.2341
C 1.78905 1.27497 -3.58489  -0.0124
C 2.22381 2.22185 -2.74545  -0.2268
C 3.45350 1.75238 -2.26249  -0.2046
H 4.04312 2.28480 -1.40737  0.2117
H 1.76597 2.95802 -2.49572  0.1957
H 0.58583 1.76002 -4.16882  0.1504
C 1.37418 -0.54401 -4.88757  -0.4195
H 0.68862 -0.17576 -5.69255  0.2723
H 1.93137 -1.26401 -5.56281  0.2178
C 0.38551 -1.68659 -4.21994  -0.4217
C -0.60100 -0.65349 -3.38328  0.6881
O -1.55182 -0.23055 -4.11544  -0.7321
N -0.70108 -0.41053 -2.17513  -0.4187
C 0.50614 -1.10644 -1.34931  -0.2376
H 0.13650 -1.87071 -0.99873  0.1770
C 0.83940 -0.21579 -0.28100  -0.4120
H 1.05690 0.81618 -0.62735  0.2362
H 1.65879 -0.62686 0.39180  0.2283
C -0.66834 0.34638 0.56405  0.0269
N -0.46336 1.55474 1.29633  -0.2556
C -0.80301 2.12328 2.48775  0.2992
C -0.90319 3.36030 2.32478  -0.3395
C 0.02383 3.58302 1.15690  -0.0076
N 0.14603 2.50261 0.57139  -0.2567
H 0.13557 4.59475 0.72539  0.2104
H -1.06146 4.22976 3.09403  0.2332
N -1.64375 1.24937 3.36923  -0.6364
C -1.09451 0.20953 3.99490  0.7075
O -0.13704 -0.45315 3.61177  -0.6063
C -2.26986 -0.48792 4.99504  -0.4240
C -2.99153 -1.43754 4.54157  -0.3757
C -3.74026 -1.45338 3.46509  -0.5509
H -4.56733 -0.49087 3.69851  0.1399
H -4.37598 -2.22298 2.93464  0.2540
H -3.19154 -0.92208 2.71387  0.2147
C -3.58236 -2.43151 5.62271  -0.5636
H -4.32248 -1.47274 6.04784  0.1486
H -2.89996 -2.44168 6.56513  0.2430
H -4.26002 -3.03077 5.24549  0.2102
H -2.22430 -2.28862 4.36522  0.2315
H -1.43909 -0.64630 6.03073  0.2358
H -2.75191 0.45218 5.57006  0.1918
H -2.47573 1.84442 3.76185  0.4330
C -1.68964 -0.03813 -0.24923  -0.5022
C -1.55036 0.50489 -1.56280  -0.2481
H -2.46397 0.50049 -2.15612  0.2575
H -1.26763 1.56141 -1.44308  0.2128
H -2.47885 0.57276 0.43711  0.2192
H -2.00551 -1.08757 0.04659  0.2571
H -0.45869 -0.70704 1.59610  0.2423
H 1.43120 -1.03882 -1.89555  0.2460
H 0.83448 -2.32388 -3.58080  0.1835
H -0.37036 -2.24081 -4.95396  0.2503
H 3.73194 -1.51376 -3.66566  0.0982
H 6.72875 -1.04922 -1.84337  0.2069
H 5.19817 -2.04037 -2.12570  0.1931

---

## two
Here is an isolated molecule of C23H32N4O3 from the Open Molecules 2025 dataset. Energies are from the ωB97M-V functional and the def2-TZVPD basis.

Properties
LUMO, eV: 0.694
E_HOMO, eV: -7.99
Orbital gap, eV: 8.7
SMILES: COc1ccc(CN2CCC(n3nccc3NC(=O)C3CCCC3)CC2)c(OC)c1

Last column: natural (NBO) charge in e.
Element x y z (Å)
C 5.04418 -0.58334 2.84479  -0.2515
H 4.94615 -0.43637 1.76447  0.1793
O 3.86430 -0.22775 3.52225  -0.4938
C 2.71401 -0.88466 3.20710  0.3253
C 2.61096 -1.92938 2.30113  -0.3621
C 1.36993 -2.50538 2.07662  -0.1112
C 0.22406 -2.06866 2.71493  -0.1507
C 0.34260 -1.02884 3.65405  0.3202
C 1.57685 -0.44803 3.88755  -0.3043
H 1.70666 0.35715 4.59072  0.2238
O -0.80375 -0.65667 4.29424  -0.5100
C -0.74619 0.41085 5.20797  -0.2520
H -1.76444 0.54025 5.57257  0.1992
H -0.41464 1.33421 4.72309  0.1837
H -0.08714 0.18425 6.05191  0.1789
C -1.12275 -2.68178 2.40330  -0.2267
N -1.89512 -2.08891 1.32471  -0.4446
C -2.44598 -0.77316 1.55472  -0.2188
C -1.50374 0.38549 1.20072  -0.4210
H -2.02168 1.33650 1.33152  0.2180
H -0.62983 0.38407 1.84792  0.2371
C -1.02726 0.24771 -0.24187  -0.0423
N -0.08538 1.29876 -0.55667  -0.1792
C 0.26754 1.75788 -1.78524  0.3111
C 1.24909 2.71022 -1.59973  -0.3600
C 1.43106 2.74299 -0.21216  -0.0432
N 0.63451 1.89207 0.40134  -0.2860
H 2.10752 3.35029 0.35534  0.2056
H 1.74165 3.27986 -2.35745  0.2520
N -0.33154 1.26267 -2.93217  -0.6317
C -0.09789 1.69121 -4.20541  0.6936
O 0.67275 2.58189 -4.48173  -0.5947
C -0.91737 0.96653 -5.26697  -0.3149
H -0.39061 1.13760 -6.20819  0.2411
C -1.14116 -0.53187 -5.00871  -0.4184
H -0.35663 -0.95418 -4.37937  0.2140
C -2.54296 -0.67476 -4.37960  -0.4251
C -3.13838 0.74023 -4.31330  -0.4133
H -3.02418 1.17371 -3.31798  0.1966
C -2.33883 1.54870 -5.33316  -0.3918
H -2.74317 1.38775 -6.33332  0.2085
H -2.35354 2.61788 -5.12608  0.2251
H -4.20250 0.74146 -4.54552  0.2198
H -3.16621 -1.31146 -5.00689  0.2177
H -2.50439 -1.14240 -3.39396  0.2029
H -1.10622 -1.06490 -5.95873  0.2225
H -0.99705 0.51830 -2.79904  0.4113
C -0.38072 -1.12868 -0.42803  -0.4307
C -1.37291 -2.22608 -0.01241  -0.2153
H -2.23201 -2.19652 -0.69779  0.1824
H -0.90327 -3.20671 -0.10881  0.2026
H 0.51185 -1.17433 0.19618  0.2298
H -0.07914 -1.28139 -1.46755  0.1995
H -1.89518 0.34586 -0.91221  0.1858
H -3.35179 -0.69093 0.93826  0.1796
H -2.73710 -0.69961 2.60217  0.2172
H -1.74723 -2.63242 3.29826  0.2164
H -0.97977 -3.73499 2.14106  0.1991
H 1.29671 -3.32459 1.37477  0.2001
H 3.47114 -2.30358 1.77021  0.2192
H 5.32746 -1.62174 3.04694  0.1746
H 5.81700 0.08050 3.22919  0.1999

---

Pick two: it beats the second-best structure by 504.7 kcal/mol.

---

## one
Here is an isolated molecule of C14H11N5O4 from the Open Molecules 2025 dataset. Energies are from the ωB97M-V functional and the def2-TZVPD basis.

Properties
LUMO, eV: -1.210
E_HOMO, eV: -7.89
Orbital gap, eV: 6.7
SMILES: N#CC1=CC(=[N+]([O-])[O-])c2no[n+]([O-])c2[C@@H]1[NH2+]Cc1ccccc1

Last column: natural (NBO) charge in e.
Element x y z (Å)
N -3.92685 -1.93775 2.65460  -0.3337
C -2.92777 -1.36261 2.46570  0.2633
C -1.68271 -0.68916 2.32962  -0.3195
C -0.49741 -1.50571 1.81249  -0.0389
C 0.85135 -1.08460 2.60936  0.0024
N 2.11112 -1.68099 2.36154  0.3626
O 2.50801 -2.80661 2.00876  -0.4013
O 3.04397 -0.68644 2.89443  -0.1423
N 2.38523 0.46196 3.15341  -0.0809
C 1.02636 0.24063 2.91023  0.0870
C -0.12958 1.09325 2.85010  -0.1810
N 0.00134 2.53261 2.92251  0.5138
O 1.06818 3.14493 2.73542  -0.3957
O -1.04726 3.16998 3.18004  -0.4441
C -1.43244 0.56641 2.79393  -0.0503
H -0.57581 -2.60898 1.76871  0.2462
H -2.26651 1.19669 3.03682  0.2676
C -0.76027 -2.04825 -5.20066  -0.1724
C -1.99510 -1.76344 -4.56979  -0.2103
C -2.00162 -1.46594 -3.20166  -0.1646
C -0.81872 -1.40213 -2.45276  -0.1252
C -0.81539 -0.52611 -1.17714  -0.1510
N -0.40228 -1.30292 0.31003  -0.6635
C 0.39508 -1.73177 -3.08624  -0.1848
C 0.44844 -2.03388 -4.45521  -0.2092
H -0.73308 -2.23426 -6.28762  0.2289
H -2.93264 -1.71179 -5.16141  0.2351
H -2.91990 -1.14968 -2.72456  0.2210
H 0.08886 0.12110 -1.31491  0.2298
H -1.78930 -0.01113 -1.05961  0.2500
H -0.10831 -2.29027 -0.12051  0.4400
H 0.47012 -0.59546 0.50666  0.4686
H 1.34087 -1.62972 -2.55124  0.2172
H 1.41529 -2.19809 -4.98153  0.2354

---

## two
Here is a cluster of 2 separate species, C14H11N5O4 in total from the Open Molecules 2025 dataset. Energies are from the ωB97M-V functional and the def2-TZVPD basis.

Properties
LUMO, eV: -2.872
E_HOMO, eV: -9.46
Orbital gap, eV: 6.6

Last column: natural (NBO) charge in e.
Element x y z (Å)
N 3.88364 -2.77336 0.19796  -0.2415
C 2.72982 -2.75255 0.00531  0.2491
C 1.31032 -2.74930 -0.22688  -0.1816
C 0.41334 -2.43357 0.85226  -0.1184
C -0.96796 -2.66421 0.62763  -0.0389
N -1.98611 -2.80491 1.55867  0.4160
O -2.05599 -2.70601 2.77104  -0.3367
O -3.12844 -3.21570 0.79131  -0.1315
N -2.83307 -3.29679 -0.54627  -0.0662
C -1.50732 -2.96216 -0.62969  0.1578
C -0.60464 -3.07688 -1.75797  0.0092
N -1.04198 -3.24402 -3.12000  0.4911
O -2.24740 -3.17783 -3.42846  -0.3253
O -0.13570 -3.44159 -3.97047  -0.3798
C 0.78340 -3.03868 -1.50105  -0.0818
H 0.74743 -2.32504 1.88815  0.2760
H 1.46947 -3.21914 -2.32890  0.2797
C 0.25290 5.40805 0.73292  -0.2172
C 1.39017 4.79762 0.18323  -0.1932
C 1.40798 3.41821 -0.03755  -0.2088
C 0.28511 2.64521 0.28362  -0.0241
C 0.27386 1.16235 -0.00283  -0.2360
N 0.73637 0.31800 1.07316  -0.8175
C -0.84260 3.24611 0.85275  -0.2183
C -0.86130 4.62585 1.07375  -0.2053
H 0.23053 6.48621 0.88657  0.2171
H 2.26279 5.39846 -0.08325  0.2152
H 2.28759 2.92253 -0.45772  0.2172
H -0.74644 0.88141 -0.32067  0.1666
H 0.97215 0.96921 -0.82449  0.1941
H 0.32218 0.55990 1.96868  0.3637
H 0.65254 -0.66774 0.87355  0.3423
H -1.70168 2.62017 1.11240  0.2109
H -1.75097 5.09019 1.50322  0.2159

---

Pick two: it beats the second-best structure by 80.6 kcal/mol.